ORCA calculation (ωB97M-V with the def2-TZVPD basis set) on a 10-piece molecular cluster, C45H105N5O10 overall at a distorted geometry.

CARTESIAN COORDINATES (ANGSTROEM)
C: 1.31 1.40 3.83
C: 0.42 0.62 4.85
C: -0.05 1.76 5.79
C: -1.30 1.40 6.63
C: -2.42 0.96 5.67
C: -2.07 -0.24 4.68
N: -0.76 0.10 4.10
O: -0.33 -0.73 3.01
C: -2.05 -1.54 5.44
C: -3.09 -0.19 3.61
C: 1.32 -0.51 5.45
H: 0.65 1.77 3.04
H: 2.08 0.79 3.35
H: 1.79 2.25 4.30
H: 0.79 1.96 6.46
H: -0.24 2.67 5.22
H: -1.53 2.29 7.22
H: -1.33 0.52 7.27
H: -2.84 1.78 5.10
H: -3.32 0.69 6.22
H: -3.06 -1.87 5.67
H: -1.64 -2.29 4.76
H: -1.43 -1.41 6.32
H: -2.87 0.59 2.89
H: -3.13 -1.07 2.97
H: -4.09 -0.01 4.00
H: 0.89 -1.07 6.28
H: 2.33 -0.20 5.70
H: 1.56 -1.30 4.74
H: 0.07 -1.50 3.43
C: -1.51 -5.98 -0.75
C: -1.39 -7.48 -0.94
C: -2.80 -8.07 -1.14
C: -3.56 -7.81 -2.49
C: -2.60 -8.38 -3.60
C: -1.12 -7.76 -3.58
N: -0.63 -7.89 -2.17
O: 0.66 -7.49 -2.05
C: -0.25 -8.57 -4.53
C: -1.04 -6.34 -4.10
C: -0.75 -8.09 0.39
H: -0.51 -5.55 -0.87
H: -1.85 -5.54 0.19
H: -2.04 -5.52 -1.58
H: -2.85 -9.12 -0.88
H: -3.34 -7.51 -0.38
H: -3.64 -6.73 -2.64
H: -4.58 -8.19 -2.51
H: -3.06 -8.10 -4.55
H: -2.61 -9.46 -3.48
H: -0.20 -9.61 -4.21
H: -0.60 -8.41 -5.55
H: 0.81 -8.34 -4.44
H: -0.77 -6.31 -5.16
H: -2.02 -5.89 -3.94
H: -0.39 -5.62 -3.60
H: -1.16 -7.51 1.21
H: 0.32 -7.93 0.41
H: -0.79 -9.17 0.52
H: 1.08 -8.35 -1.93
C: 7.15 5.41 -0.12
C: 6.09 4.33 -0.40
C: 6.82 3.15 -1.03
C: 6.12 1.82 -1.09
C: 5.42 1.47 0.23
C: 4.65 2.63 0.95
N: 5.47 3.90 0.91
O: 4.86 5.00 1.52
C: 3.32 2.72 0.37
C: 4.48 2.22 2.43
C: 5.10 5.00 -1.46
H: 7.70 5.71 -1.01
H: 7.89 5.19 0.65
H: 6.65 6.32 0.21
H: 7.11 3.35 -2.07
H: 7.79 2.99 -0.56
H: 6.88 1.10 -1.39
H: 5.32 1.88 -1.83
H: 6.05 0.98 0.97
H: 4.79 0.61 0.00
H: 2.71 1.82 0.51
H: 2.86 3.65 0.70
H: 3.42 2.82 -0.71
H: 5.43 2.16 2.96
H: 3.93 3.00 2.95
H: 4.06 1.23 2.59
H: 4.59 5.85 -0.99
H: 4.32 4.30 -1.76
H: 5.63 5.28 -2.37
H: 5.24 4.98 2.39
C: -1.57 -2.64 -0.80
C: -1.83 -1.87 -2.12
C: -3.12 -1.10 -2.09
C: -2.99 0.26 -1.29
C: -1.72 1.06 -1.68
C: -0.36 0.26 -1.71
N: -0.62 -1.04 -2.41
O: 0.53 -1.72 -2.55
C: 0.67 1.08 -2.54
C: 0.05 0.09 -0.23
C: -1.97 -2.95 -3.17
H: -1.55 -2.14 0.17
H: -0.59 -3.12 -0.78
H: -2.39 -3.33 -0.57
H: -3.37 -0.77 -3.10
H: -3.92 -1.66 -1.62
H: -2.95 0.04 -0.23
H: -3.89 0.87 -1.34
H: -1.66 1.83 -0.91
H: -1.77 1.59 -2.63
H: 1.62 0.56 -2.43
H: 0.50 0.87 -3.60
H: 0.81 2.15 -2.42
H: 0.76 -0.73 -0.09
H: 0.59 0.96 0.14
H: -0.82 -0.14 0.39
H: -2.16 -2.44 -4.12
H: -2.86 -3.52 -2.90
H: -1.09 -3.59 -3.30
H: 0.78 -1.77 -1.62
C: -3.70 2.97 1.13
C: -2.83 4.27 1.51
C: -2.07 4.02 2.83
C: -0.93 5.06 3.21
C: -0.02 5.06 2.03
C: -0.67 5.40 0.72
N: -1.83 4.51 0.46
O: -2.43 4.67 -0.76
C: -1.07 6.92 0.76
C: 0.39 5.11 -0.37
C: -3.71 5.48 1.75
H: -2.94 2.25 0.83
H: -4.31 3.07 0.23
H: -4.05 2.49 2.04
H: -2.84 3.89 3.58
H: -1.47 3.11 2.77
H: -0.42 4.64 4.08
H: -1.39 6.02 3.45
H: 0.44 4.07 2.03
H: 0.79 5.76 2.21
H: -0.31 7.51 0.26
H: -2.00 7.04 0.21
H: -1.13 7.28 1.79
H: 1.20 5.83 -0.44
H: 0.86 4.14 -0.23
H: 0.03 5.10 -1.40
H: -4.62 5.19 2.28
H: -4.12 5.90 0.83
H: -3.29 6.30 2.34
H: -2.63 3.76 -0.99
O: 0.81 -0.84 -5.33
H: 0.90 -1.22 -4.46
H: 0.00 -0.32 -5.28
O: 0.56 3.07 -5.54
H: 1.42 3.08 -5.12
H: 0.39 3.99 -5.77
O: -3.10 -3.89 -6.29
H: -3.50 -3.40 -7.01
H: -2.82 -3.22 -5.67
O: 2.09 -3.89 -1.58
H: 2.05 -4.82 -1.76
H: 1.74 -3.47 -2.37
O: -2.35 3.34 -4.57
H: -3.00 2.97 -5.16
H: -1.51 2.99 -4.89

Calculated values
HOMO energy (eV): -7.81
Largest force on an atom (eV/A): 5.0
Energy relative to the best compared isomer or geometry (same formula, charge and spin) (eV): 4.400
SMILES: CC1(C)CCCC(C)(C)N1O.CC1(C)CCCC(C)(C)N1O.CC1(C)CCCC(C)(C)N1O.CC1(C)CCCC(C)(C)N1O.CC1(C)CCCC(C)(C)N1O.O.O.O.O.O
HOMO-LUMO gap (eV): 8.17